Entry 1:
{"formula": "C14H28N2O4", "method": "the ωB97M-V functional and the def2-TZVPD basis", "elements": ["C", "C", "C", "C", "O", "C", "C", "C", "N", "C", "O", "N", "C", "C", "O", "O", "C", "C", "C", "C", "H", "H", "H", "H", "H", "H", "H", "H", "H", "H", "H", "H", "H", "H", "H", "H", "H", "H", "H", "H", "H", "H", "H", "H", "H", "H", "H", "H"], "positions_angstrom": [[-1.479, 3.694, 0.102], [-1.440, 2.170, 0.127], [-2.187, 1.576, 1.322], [-1.407, 1.710, 2.627], [-0.429, 0.694, 2.693], [0.618, 0.998, 3.583], [1.546, -0.202, 3.738], [2.249, -0.595, 2.437], [1.364, -1.214, 1.481], [1.039, -0.596, 0.308], [1.596, 0.403, -0.104], [0.101, -1.274, -0.421], [-0.330, -0.814, -1.712], [-1.834, -0.684, -1.814], [-2.417, -0.214, -2.754], [-2.486, -1.186, -0.753], [0.160, -1.718, -2.875], [-0.397, -3.134, -2.728], [1.688, -1.755, -2.951], [2.320, -0.398, -3.240], [-0.953, 4.066, -0.774], [-1.005, 4.118, 0.984], [-2.507, 4.050, 0.062], [-0.405, 1.829, 0.148], [-1.897, 1.801, -0.795], [-3.156, 2.068, 1.434], [-2.357, 0.511, 1.156], [-0.926, 2.696, 2.680], [-2.083, 1.620, 3.494], [1.186, 1.863, 3.208], [0.203, 1.265, 4.570], [2.300, 0.048, 4.486], [0.968, -1.053, 4.106], [3.062, -1.296, 2.668], [2.671, 0.285, 1.945], [0.718, -1.891, 1.853], [-0.428, -2.016, 0.004], [0.103, 0.184, -1.853], [-3.443, -1.074, -0.872], [-0.234, -1.276, -3.796], [-1.484, -3.123, -2.685], [-0.100, -3.742, -3.580], [-0.014, -3.605, -1.826], [2.084, -2.142, -2.009], [1.964, -2.457, -3.741], [2.240, 0.255, -2.376], [1.839, 0.076, -4.092], [3.376, -0.523, -3.468]], "forces_ev_per_angstrom": [[0.04, -0.23, -0.06], [-0.17, 0.02, 0.13], [0.38, 0.03, 0.14], [-0.41, 0.10, 0.02], [0.07, -0.14, -0.20], [0.15, -0.06, 0.33], [-0.22, 0.30, -0.44], [0.16, 0.03, 0.25], [-0.02, -0.17, 0.14], [0.06, -0.55, 0.09], [0.19, 0.46, -0.08], [-0.31, -0.08, -0.11], [0.23, 0.09, -0.30], [-0.21, 0.25, -0.25], [0.10, 0.03, -0.07], [-0.13, -0.28, 0.53], [0.07, -0.16, 0.15], [0.01, 0.30, -0.12], [-0.18, 0.28, -0.09], [0.00, -0.17, 0.08], [0.04, 0.13, -0.05], [0.05, 0.11, 0.08], [-0.09, 0.09, -0.01], [0.05, -0.08, -0.08], [0.05, -0.03, -0.05], [-0.08, -0.03, 0.01], [-0.11, -0.02, 0.06], [0.00, -0.02, 0.03], [0.13, 0.05, -0.09], [-0.05, -0.05, 0.04], [0.06, 0.02, -0.11], [0.00, -0.04, 0.06], [0.02, -0.04, 0.14], [-0.02, 0.17, -0.05], [0.05, -0.11, 0.08], [-0.01, 0.04, -0.10], [0.08, 0.04, 0.07], [-0.21, -0.11, 0.04], [0.18, 0.08, -0.24], [0.03, 0.01, 0.04], [-0.15, -0.11, 0.00], [0.01, -0.09, -0.04], [0.05, -0.10, 0.11], [0.02, -0.14, 0.02], [-0.01, -0.09, 0.06], [0.01, 0.12, 0.02], [-0.02, 0.09, -0.14], [0.11, 0.07, -0.04]], "spin_multiplicity": 1, "total_charge": 0, "e_tot_ha": -960.7785, "homo_ev": -9.142, "e_lumo_ha": 0.0220, "e_above_lowest_kcal_mol": 13.7}

***

Entry 2:
{"formula": "C14H28O21S5", "method": "the ωB97M-V functional and the def2-TZVPD basis", "elements": ["O", "S", "O", "O", "C", "C", "O", "H", "H", "H", "H", "O", "S", "O", "O", "C", "C", "O", "H", "H", "H", "H", "O", "S", "O", "O", "C", "C", "O", "H", "H", "H", "H", "O", "S", "O", "O", "C", "C", "O", "H", "H", "H", "H", "O", "S", "O", "O", "C", "C", "O", "H", "H", "H", "H", "C", "C", "C", "O", "C", "H", "H", "H", "H", "H", "H", "H", "H"], "positions_angstrom": [[-2.686, -2.918, 4.927], [-1.733, -3.471, 3.928], [-2.204, -4.313, 2.867], [-0.787, -2.254, 3.301], [0.373, -1.972, 3.930], [0.423, -2.846, 5.079], [-0.342, -3.951, 4.691], [1.135, -2.159, 3.174], [0.472, -0.962, 4.328], [-0.095, -2.490, 5.970], [1.457, -3.117, 5.292], [1.417, -1.777, -6.007], [0.630, -0.994, -6.950], [-0.488, -1.606, -7.687], [0.143, 0.344, -6.063], [1.195, 1.391, -5.907], [2.218, 0.964, -7.048], [1.621, -0.005, -7.793], [0.747, 2.380, -6.003], [1.532, 1.135, -4.903], [3.102, 0.586, -6.536], [2.465, 1.856, -7.623], [-5.772, 1.017, 4.055], [-5.405, 0.993, 2.608], [-5.786, 2.152, 1.816], [-3.749, 0.681, 2.396], [-3.441, -0.704, 2.425], [-4.704, -1.378, 1.966], [-5.697, -0.448, 1.796], [-2.660, -0.935, 1.701], [-3.213, -0.970, 3.457], [-5.046, -2.100, 2.708], [-4.486, -1.947, 1.062], [-0.653, 3.174, -3.318], [-0.570, 3.088, -1.869], [0.686, 2.815, -1.193], [-1.264, 4.393, -1.175], [-2.157, 4.071, -0.132], [-2.170, 2.520, 0.033], [-1.725, 2.106, -1.241], [-1.919, 4.650, 0.761], [-3.154, 4.479, -0.298], [-3.174, 2.146, 0.236], [-1.370, 2.204, 0.702], [4.342, -1.375, 1.099], [4.596, 0.070, 1.149], [5.071, 0.835, 0.025], [3.225, 0.804, 1.825], [3.578, 1.865, 2.618], [5.110, 1.688, 2.985], [5.461, 0.381, 2.547], [3.283, 2.734, 2.029], [3.151, 1.835, 3.621], [5.321, 1.826, 4.045], [5.692, 2.382, 2.379], [0.557, -0.902, -0.459], [1.664, -1.354, -1.417], [0.986, -2.509, -2.184], [-0.438, -2.239, -1.927], [-0.681, -1.044, -1.245], [0.613, 0.149, -0.175], [0.697, -1.503, 0.439], [2.670, -1.606, -1.083], [1.840, -0.559, -2.141], [1.322, -3.470, -1.794], [1.238, -2.428, -3.242], [-1.608, -1.258, -0.713], [-0.857, -0.149, -1.841]], "forces_ev_per_angstrom": [[2.34, -1.49, -2.54], [1.38, 2.62, 2.21], [0.93, 0.74, 1.35], [-4.87, 0.02, -2.14], [1.92, 1.64, -0.42], [0.15, -1.07, 2.00], [-2.06, -3.18, -0.58], [0.49, 0.04, 0.33], [-0.34, 0.44, -0.58], [0.43, 0.67, 0.10], [-0.27, -0.47, 0.23], [-0.90, 0.56, -1.88], [-0.73, 1.62, 2.56], [3.18, 2.04, 1.31], [-0.73, -0.63, -0.87], [-0.63, -2.89, -0.60], [0.39, 1.93, 2.90], [-1.21, -2.63, -2.46], [-0.06, -0.31, -0.02], [0.52, 0.81, -0.12], [0.19, -0.05, -0.27], [-0.04, -0.45, -0.47], [1.04, -0.78, -4.12], [1.24, -0.41, 1.24], [0.75, -2.35, 0.91], [-1.26, 2.00, 0.40], [-0.21, 0.39, 0.53], [0.41, -2.48, 0.72], [-2.17, 3.15, 0.34], [0.32, 0.45, 0.42], [0.36, -0.12, -0.23], [0.10, -0.14, 0.08], [-0.57, 0.36, -0.35], [0.06, -0.31, 2.77], [-0.77, 0.10, 0.92], [-1.55, 0.33, -1.17], [0.94, -0.15, -1.16], [-1.07, 0.12, 1.33], [1.13, 1.68, -0.11], [0.68, -0.65, -2.38], [0.84, -0.47, 0.20], [-0.12, -0.33, -1.01], [0.37, -0.20, -0.01], [-0.55, -0.10, 0.66], [0.71, 3.39, -0.16], [-1.24, -1.28, 2.01], [-0.48, -0.92, 1.46], [0.77, -2.86, -1.82], [1.32, 0.98, 1.28], [-0.15, 1.09, -1.62], [-0.60, -0.72, -1.50], [0.54, 0.58, 0.66], [-1.09, -0.14, -0.43], [-0.04, -0.37, -0.20], [0.19, 0.24, 0.31], [1.81, 1.24, 1.56], [-0.11, 0.44, -1.36], [-0.48, 1.70, 0.85], [0.33, -2.03, -2.08], [-0.07, -1.25, 0.17], [0.64, 0.11, 0.25], [-0.81, -0.16, 0.17], [-0.33, -0.08, 0.75], [-0.06, 0.24, -0.12], [-0.63, -0.19, 0.03], [-0.39, -0.23, -0.09], [0.00, 0.32, 0.45], [0.11, -0.14, -0.59]], "spin_multiplicity": 1, "total_charge": 0, "e_tot_ha": -4120.9320, "homo_ev": -9.336, "e_lumo_ha": -0.0021, "e_above_lowest_kcal_mol": 72.4}